ORCA calculation (ωB97M-V/def2-TZVPD) on C38H54F5N5O4PY as an isolated structure.

charge	+2

Geometry as XYZ:
```
108
Properties=species:S:1:pos:R:3:forces:R:3
Y -1.752699 0.208041 0.309980 0.38 -0.17 -0.44
N -1.418975 2.174324 -1.324971 -0.10 -0.04 0.11
C -1.959250 1.928986 -2.680090 0.00 0.05 -0.07
C -1.774138 0.470557 -3.052743 0.08 -0.01 -0.04
N -2.406446 -0.385758 -2.034732 -0.13 0.00 -0.05
H -1.712359 3.091400 -1.005010 0.03 0.02 -0.02
H -0.402650 2.202717 -1.361461 0.00 -0.04 -0.01
H -1.484163 2.566782 -3.430922 -0.01 -0.03 0.02
H -3.020629 2.182855 -2.664942 0.02 -0.04 -0.02
H -0.709385 0.221828 -3.060215 -0.10 0.06 -0.01
H -2.164918 0.289616 -4.057488 0.00 0.02 0.04
H -2.123603 -1.355892 -2.137672 0.05 0.03 0.02
H -3.417937 -0.381244 -2.149432 0.03 0.01 -0.04
C 1.194550 -0.930835 3.728438 -0.09 0.00 -0.03
C 1.264204 0.185050 4.544945 0.00 -0.01 -0.02
C 0.395461 1.239388 4.316384 -0.14 -0.11 -0.04
C -0.519797 1.146861 3.273998 0.17 0.13 0.12
N -0.549504 0.087836 2.453792 0.01 0.01 0.03
C 0.274696 -0.933379 2.692415 0.15 -0.01 0.12
C -1.496733 2.232028 3.000637 -0.01 0.06 -0.01
C -1.869849 3.127292 3.993531 -0.01 -0.01 -0.09
C -2.782558 4.124856 3.697377 -0.03 0.02 -0.03
C -3.299570 4.198380 2.415751 0.05 -0.07 -0.05
C -2.889990 3.255738 1.488330 -0.01 0.07 0.05
N -2.010410 2.287909 1.759255 0.08 -0.10 0.11
H 1.832515 -1.788590 3.885235 0.02 -0.01 0.01
H 1.980877 0.237669 5.352678 0.02 -0.01 0.02
H 0.435507 2.122634 4.935286 0.00 0.02 0.02
H 0.173696 -1.786624 2.038534 0.00 -0.05 -0.05
H -1.475741 3.034941 4.993715 0.02 -0.01 0.02
H -3.090764 4.826939 4.459429 0.00 0.01 0.01
H -4.015797 4.955906 2.134630 -0.01 0.02 0.00
H -3.299635 3.270453 0.487595 -0.02 0.00 0.00
O 0.376919 0.037678 -0.531960 -0.17 -0.02 0.14
P 1.902641 -0.065974 -0.605589 -0.06 0.06 0.08
C 2.454431 -1.665690 0.036174 0.13 -0.02 -0.07
C 1.592405 -2.846738 -0.422639 -0.14 0.05 -0.10
C 1.991319 -4.092483 0.362573 -0.06 -0.05 0.06
C 3.508125 -4.376144 0.282085 0.02 -0.08 0.03
C 4.226961 -3.376008 -0.615054 0.09 -0.03 -0.04
C 3.972680 -1.943458 -0.156875 0.05 0.14 0.03
C 2.451557 0.147363 -2.312230 0.17 0.02 -0.02
C 1.871280 -0.955941 -3.223981 -0.07 -0.10 0.04
C 1.745688 -0.477920 -4.673706 -0.04 -0.07 -0.08
C 2.907997 0.436831 -5.032181 0.05 -0.02 -0.06
C 2.837021 1.738309 -4.221502 0.01 0.07 -0.01
C 2.136085 1.539709 -2.870242 -0.08 0.05 0.06
C 2.639702 1.200261 0.481400 0.03 -0.06 0.10
C 4.112940 1.555464 0.163670 0.01 -0.09 -0.09
C 4.482449 2.941559 0.702918 0.05 0.03 -0.03
C 3.792925 3.194331 2.035242 0.05 0.05 0.07
C 2.273476 3.286373 1.834635 -0.08 0.04 0.03
C 1.797819 2.474417 0.622194 -0.17 -0.05 -0.04
H 2.271729 -1.552166 1.106905 -0.02 0.00 0.12
H 1.717385 -3.015973 -1.493503 0.02 -0.04 0.06
H 0.535186 -2.622219 -0.271238 -0.03 0.01 0.02
H 1.420232 -4.947516 -0.002978 0.01 0.01 -0.03
H 1.688426 -3.955870 1.406084 0.01 0.00 -0.01
H 3.684751 -5.388520 -0.079779 0.01 0.00 -0.02
H 3.950311 -4.335858 1.279939 0.01 0.03 0.02
H 3.901171 -3.499008 -1.650872 -0.01 0.00 -0.02
H 5.301130 -3.566780 -0.615155 -0.02 -0.01 0.02
H 4.431606 -1.247738 -0.863473 -0.02 -0.02 -0.02
H 4.483430 -1.776199 0.794922 0.01 -0.01 -0.02
H 3.542400 0.047420 -2.304162 -0.04 0.00 0.04
H 0.899135 -1.293951 -2.850122 0.01 0.03 -0.03
H 2.532029 -1.824917 -3.182639 0.00 0.01 -0.03
H 0.802994 0.058093 -4.819653 -0.01 0.03 0.00
H 1.704165 -1.344206 -5.334534 0.02 0.01 -0.01
H 2.917693 0.659305 -6.098678 -0.02 0.00 0.01
H 3.845972 -0.087609 -4.826907 -0.01 0.00 0.01
H 2.303576 2.506879 -4.783231 -0.01 -0.01 -0.02
H 3.842868 2.127396 -4.053271 0.01 -0.01 0.00
H 1.051086 1.638220 -2.988323 0.02 -0.01 -0.02
H 2.446265 2.325245 -2.180090 0.01 0.01 0.01
H 2.611319 0.706031 1.463661 0.00 0.02 -0.01
H 4.301778 1.526287 -0.911913 0.00 0.01 0.02
H 4.762921 0.803314 0.613460 0.02 -0.01 -0.01
H 4.182675 3.714300 -0.010119 0.00 0.01 -0.01
H 5.566052 3.015787 0.789929 0.00 0.00 0.04
H 4.164967 4.106334 2.501624 0.00 0.00 -0.02
H 4.037556 2.381233 2.725619 0.00 -0.03 -0.01
H 1.971673 4.327180 1.701975 0.02 0.01 -0.02
H 1.757542 2.928065 2.728322 0.03 0.01 0.01
H 1.880595 3.073809 -0.286365 0.01 0.04 -0.02
H 0.737260 2.230072 0.743087 0.06 0.00 -0.02
N -3.801275 -4.569064 1.836537 -0.14 -0.30 -0.13
C -3.375623 -3.934616 0.547731 0.09 -0.06 0.24
C -2.218398 -2.982120 0.917378 -0.24 0.28 -0.53
O -1.756928 -3.102053 2.046310 0.17 -0.11 0.30
O -1.884136 -2.161475 0.009820 0.17 0.01 0.25
H -4.670823 -4.154577 2.174061 0.03 0.00 0.03
H -3.033296 -4.332805 2.497942 0.12 0.19 0.01
H -3.905689 -5.580197 1.779962 -0.07 0.02 -0.03
H -4.210327 -3.393984 0.113428 0.03 -0.01 -0.03
H -3.044113 -4.713108 -0.135164 0.06 0.06 -0.05
F -8.457493 -0.541408 -1.160320 -0.03 0.00 -0.01
C -7.281552 -0.499693 -0.548677 0.10 0.01 0.06
C -6.959939 -1.434839 0.426292 0.11 0.10 -0.04
F -7.830576 -2.383447 0.745357 -0.04 -0.03 0.02
C -5.727697 -1.398336 1.060920 -0.10 0.24 -0.13
F -5.460447 -2.330226 2.006233 -0.01 0.03 0.06
C -4.760559 -0.432090 0.760416 -0.09 -0.03 0.00
O -3.582263 -0.364091 1.320426 -0.25 -0.02 0.12
C -5.128853 0.480911 -0.233580 -0.11 -0.13 0.07
F -4.175700 1.404900 -0.566806 -0.11 0.00 -0.06
C -6.347400 0.473307 -0.881900 0.01 -0.10 0.08
F -6.613266 1.371924 -1.822047 -0.01 0.03 -0.03
```
Forces are in eV/Å.

ORCA calculation (ωB97M-V/def2-TZVPD) on C38H55As2N4O5PPtTe as an isolated structure.

charge	+2

Geometry as XYZ:
```
107
Properties=species:S:1:pos:R:3:forces:R:3
Pt 1.189757 0.567390 0.590513 -0.01 0.86 -0.91
C -0.789890 2.695431 2.798194 -0.15 -0.09 -0.24
As 0.835397 1.703433 2.608563 0.38 0.07 0.74
C 1.118223 0.752390 4.254316 -0.22 -0.07 0.11
C 2.279012 2.981327 2.637677 -0.11 0.12 0.05
C 2.183292 4.164879 3.358297 0.04 -0.05 0.01
C 3.271234 5.027354 3.403568 0.03 -0.01 -0.01
C 4.449117 4.708899 2.740943 -0.04 0.01 0.01
C 4.543366 3.529322 2.015061 -0.02 0.01 0.03
C 3.452702 2.671173 1.965125 -0.03 0.09 -0.03
As 3.483367 1.067499 0.929833 0.26 -0.26 0.02
C 4.666900 -0.128824 1.853520 0.05 -0.05 0.04
C 4.357442 1.463796 -0.732745 -0.12 0.04 -0.05
H -0.702270 3.285929 3.708598 -0.01 0.02 0.00
H -1.629800 2.011684 2.886464 -0.03 -0.03 0.01
H -0.923638 3.335112 1.928852 0.05 0.01 0.00
H 1.220271 1.495978 5.044471 -0.01 -0.01 0.01
H 2.033130 0.166660 4.186706 0.02 0.02 -0.01
H 0.280062 0.091038 4.468099 0.02 0.00 0.02
H 1.275385 4.432157 3.883612 0.00 0.00 0.01
H 3.196413 5.952562 3.958648 0.01 0.00 0.00
H 5.293329 5.383421 2.781859 0.00 0.01 0.00
H 5.462469 3.296958 1.490442 0.00 0.00 0.00
H 4.907809 -0.975727 1.215420 -0.04 0.01 0.04
H 4.208382 -0.482249 2.773060 0.00 -0.01 -0.02
H 5.571083 0.436091 2.082889 0.01 0.02 -0.03
H 5.408695 1.664747 -0.532090 0.00 0.01 0.01
H 3.885059 2.335533 -1.181648 0.00 0.00 -0.01
H 4.264390 0.605055 -1.393754 0.04 -0.02 0.01
O 1.621617 0.181374 -1.470479 -0.16 -0.60 0.14
C 1.252504 0.910306 -2.413075 -0.02 0.15 -0.14
C 0.857875 2.271505 -2.397890 -0.06 -0.03 0.02
C 0.533761 2.845399 -3.647115 0.02 -0.02 -0.05
C 0.194542 4.159436 -3.719454 0.02 0.01 0.02
C 0.181629 4.974024 -2.575354 0.00 -0.04 -0.01
C 0.493128 4.440324 -1.354706 0.04 0.01 0.03
C 0.826344 3.070988 -1.219561 -0.03 -0.12 0.03
O 1.109002 2.614533 -0.040542 -0.08 0.23 0.05
N -0.164006 4.738953 -5.023336 -0.02 0.01 -0.01
O -0.175029 3.990227 -5.976969 0.01 0.00 0.00
O -0.428893 5.920267 -5.044244 0.00 0.00 0.00
H 1.258410 0.438803 -3.403696 0.14 -0.01 0.02
H 0.548293 2.249293 -4.551230 0.00 0.00 0.00
H -0.079035 6.018165 -2.681847 -0.01 0.00 0.00
H 0.490817 5.050992 -0.461689 0.00 0.00 -0.01
C 1.467958 -6.987864 -1.809814 0.01 0.01 0.02
C 1.401436 -5.710660 -1.022856 0.04 -0.03 0.00
C 0.439788 -5.523963 -0.039562 0.06 -0.03 0.09
C 0.375883 -4.363312 0.725437 -0.11 0.00 -0.08
C -0.738133 -4.253062 1.736788 0.02 -0.04 0.00
C 1.321647 -3.354185 0.485825 -0.16 0.14 0.01
Te 1.299685 -1.725878 1.846899 0.33 -0.27 -0.01
C 2.305474 -3.515326 -0.495735 0.08 -0.03 0.03
C 3.394442 -2.508496 -0.742024 0.07 -0.05 0.00
C 2.319470 -4.689843 -1.238389 -0.03 0.02 -0.03
H 0.494989 -7.473620 -1.862890 0.00 0.00 -0.01
H 2.159087 -7.686248 -1.333791 0.00 0.00 0.00
H 1.827242 -6.811706 -2.822766 -0.01 0.00 0.00
H -0.289717 -6.305473 0.141030 0.01 -0.01 0.01
H -1.171974 -5.233877 1.922656 -0.02 0.00 -0.03
H -1.531925 -3.599271 1.364049 0.04 0.01 0.00
H -0.409267 -3.857858 2.697547 0.01 -0.04 0.00
H 3.034592 -1.485841 -0.657925 -0.01 0.01 0.02
H 3.811004 -2.631901 -1.741137 0.01 -0.01 0.00
H 4.208192 -2.660834 -0.027129 -0.03 0.01 0.00
H 3.082546 -4.816864 -1.998317 -0.01 0.01 -0.01
O -0.852054 0.463083 0.107692 -0.12 -0.04 0.04
P -2.176067 -0.264682 -0.138242 -0.04 -0.05 -0.12
N -1.916409 -1.563739 -1.084949 0.19 -0.13 0.26
C -2.902515 -2.652817 -1.223300 -0.04 0.05 -0.08
C -2.431764 -3.396757 -2.470648 0.01 0.01 0.00
C -0.915315 -3.205864 -2.452004 -0.04 0.00 -0.02
C -0.737935 -1.780003 -1.940354 -0.03 0.06 -0.05
N -3.296559 0.652167 -0.898758 0.07 0.11 0.00
C -3.675268 1.970211 -0.366497 0.01 -0.02 -0.01
C -3.145603 2.983606 -1.398232 0.01 -0.01 0.02
C -2.927273 2.164581 -2.691320 0.03 0.01 0.01
C -3.438439 0.759789 -2.356571 -0.01 -0.03 0.02
N -2.918175 -0.636796 1.266988 0.03 0.18 0.07
C -4.387973 -0.744922 1.419635 -0.03 0.01 -0.02
C -4.550913 -1.445548 2.760428 0.01 -0.03 0.02
C -3.372173 -0.912460 3.571393 0.01 0.03 -0.02
C -2.238681 -0.890175 2.547404 -0.11 -0.20 0.01
H -3.912694 -2.255519 -1.341924 0.00 0.00 0.01
H -2.890183 -3.296112 -0.338823 0.00 -0.01 -0.02
H -2.860485 -2.932827 -3.361230 -0.01 0.00 0.00
H -2.733152 -4.442355 -2.461425 0.00 0.00 0.00
H -0.462531 -3.343620 -3.432708 0.01 -0.01 0.01
H -0.446630 -3.907702 -1.761581 -0.05 0.07 -0.03
H -0.727086 -1.063433 -2.772602 -0.05 0.00 -0.01
H 0.184003 -1.653160 -1.377698 -0.03 -0.07 -0.01
H -3.263772 2.113239 0.633255 -0.01 0.01 0.00
H -4.764216 2.022253 -0.295559 0.00 0.00 0.00
H -2.205634 3.422091 -1.058696 -0.03 -0.02 -0.01
H -3.853701 3.797733 -1.541043 0.00 0.01 0.00
H -1.865507 2.120923 -2.935909 -0.06 0.00 0.01
H -3.445232 2.588687 -3.549496 -0.01 0.00 0.00
H -2.903772 -0.040672 -2.863121 0.01 0.00 -0.01
H -4.499626 0.664172 -2.599503 0.01 0.00 -0.01
H -4.834430 -1.296654 0.594782 0.01 -0.01 0.00
H -4.841455 0.248950 1.444866 -0.01 0.00 -0.01
H -4.459409 -2.526535 2.635416 0.00 0.00 -0.01
H -5.516842 -1.238815 3.216048 0.00 -0.01 0.00
H -3.131200 -1.533795 4.432115 0.01 0.02 0.01
H -3.586987 0.096768 3.932121 -0.02 0.00 -0.02
H -1.711853 -1.844955 2.533264 -0.04 0.08 0.00
H -1.498523 -0.115838 2.745568 0.07 0.02 0.03
```
Forces are in eV/Å.

F_max
In order: 0.0126 0.0244
Unit: Eh/bohr
Total energy
In order: -79838.67358 -197989.91180
Unit: eV
Energy relative to the best compared isomer or geometry (same formula, charge and spin)
In order: 0.0 0.0
Unit: kJ/mol